[1]
13
Properties=species:S:1:pos:R:3:forces:R:3:nbo_charge:R:1 method="wB97M-V/def2-TZVPD" e_tot_ha=-302.9896 homo_ev=-14.164 lumo_energy_ha=-0.13553 orbital_gap_ev=10.48 spin_multiplicity=1 charge=+1
H 0.844220 -1.090509 -0.085972 0.5 -1.4 0.9 0.255
H 1.402516 1.383338 0.085195 -0.6 -1.2 0.2 0.473
N -1.285042 0.783343 -1.368785 -2.7 4.2 0.1 -0.449
H -0.239933 2.750709 -1.072913 -0.9 -1.2 0.4 0.269
H -1.525910 -1.365009 -1.572686 -0.3 0.3 0.5 0.281
C 0.119224 -0.365863 -0.264366 -1.6 -1.7 -2.7 0.018
N 0.542161 0.909985 -0.235310 -1.9 2.2 -0.5 -0.449
H 0.689129 -2.039110 3.029523 -0.8 -0.1 0.2 0.481
C -1.117218 -0.500401 -1.062413 5.4 0.5 2.8 -0.044
H -2.198712 1.206405 -1.587456 0.5 -0.6 -0.7 0.451
H 2.037789 -1.804977 2.592499 1.0 0.1 -0.2 0.475
C -0.422750 1.677995 -0.812854 1.6 -1.1 -1.0 0.192
O 1.154526 -1.545905 2.355537 -0.2 0.0 0.0 -0.953



[2]
13
Properties=species:S:1:pos:R:3:forces:R:3:nbo_charge:R:1 method="wB97M-V/def2-TZVPD" e_tot_ha=-303.0083 homo_ev=-14.858 lumo_energy_ha=-0.13079 orbital_gap_ev=11.30 spin_multiplicity=1 charge=+1
H -1.303842 -1.319008 -3.721442 -0.5 0.2 -1.5 0.491
N 0.667755 -0.608240 0.910340 0.0 -1.1 -1.2 -0.459
H 0.865802 2.174077 2.067118 -0.3 0.9 -0.4 0.450
O -1.239607 -1.566407 -2.825177 2.3 0.8 1.6 -0.961
C 1.254573 0.273776 1.695517 -1.0 0.1 0.2 0.263
H -0.638226 -0.486349 -0.886515 0.1 0.3 1.1 0.307
N 0.584098 1.391591 1.507361 2.0 0.7 -0.1 -0.451
C -0.244246 0.020642 0.024427 1.4 -1.3 -0.6 -0.050
H 0.812546 -1.606389 0.976082 0.3 0.0 -0.4 0.457
H 2.172258 0.290386 2.259361 -0.2 -0.9 0.5 0.263
H -0.790229 2.132759 0.172538 -0.4 0.7 -0.9 0.257
C -0.146352 1.316182 0.348133 -1.9 0.6 1.6 -0.049
H -1.994534 -2.013021 -2.527740 -1.8 -1.0 0.1 0.480



[3]
14
Properties=species:S:1:pos:R:3:forces:R:3:nbo_charge:R:1 method="wB97M-V/def2-TZVPD" e_tot_ha=-378.4794 homo_ev=-4.032 lumo_energy_ha=0.13547 orbital_gap_ev=7.72 spin_multiplicity=1 charge=-1
N -1.833117 -0.448074 1.211866 0.8 3.2 -0.6 -0.816
O 2.440546 0.180487 -1.485451 -0.3 0.1 -0.1 -0.807
H -0.018233 0.026383 2.124879 0.5 0.1 0.0 0.182
H -0.068842 1.195470 0.868115 -1.4 0.2 -0.2 0.209
C 0.380845 -0.701437 0.148233 0.7 -0.5 -1.0 -0.245
C -0.406059 0.168537 1.114133 4.6 -3.1 2.3 -0.342
O 0.901599 1.233905 -2.776913 0.0 -0.1 0.1 -0.803
N 0.204045 -0.304572 -1.244145 0.0 0.3 0.3 -0.700
H 1.468947 -0.685062 0.274126 -0.1 0.4 0.3 0.243
H -0.655750 0.200374 -1.388148 -0.2 -0.1 -0.3 0.348
H 0.110280 -1.756030 0.260116 -0.3 0.1 0.3 0.172
C 1.283137 0.443513 -1.887454 0.2 -0.1 0.1 0.859
H -2.139467 -0.020460 2.093035 -0.3 -0.4 -0.1 0.316
H -1.667930 0.466965 0.687607 -4.0 -0.2 -1.1 0.386



[4]
14
Properties=species:S:1:pos:R:3:forces:R:3:nbo_charge:R:1 method="wB97M-V/def2-TZVPD" e_tot_ha=-378.3401 homo_ev="-0.908 / -3.127" lumo_energy_ha="0.16451 / 0.16471" orbital_gap_ev="5.38 / 7.61" spin_multiplicity=1 charge=-1
H 0.241850 -0.169023 -1.274929 0.2 1.1 -0.4 0.086
H 3.077597 0.078846 1.183379 0.3 0.0 0.2 0.172
C 0.259560 -0.912175 -0.499298 1.8 1.2 1.2 0.195
H 2.208986 0.836014 -0.314888 0.6 -1.0 0.8 0.163
H -1.820973 -1.778353 -0.168439 0.6 1.0 0.6 0.480
H 1.321723 -1.626431 1.252250 -0.1 0.2 -0.4 0.183
N -2.411784 0.872569 -0.096501 -2.1 2.4 -1.7 -0.694
N -2.056816 -0.028208 0.836617 0.5 -1.9 0.7 -0.038
C 2.332976 -0.025604 0.417271 2.0 4.1 -1.1 -0.520
O -0.488874 -1.879395 -0.655378 -1.3 -3.2 -0.9 -0.743
C 1.340135 -0.854984 0.464623 -3.1 -2.9 0.1 -0.281
H -3.144791 1.597881 0.270376 1.5 -1.8 -0.8 0.320
O -2.464420 -1.327759 0.514363 -1.1 0.9 0.2 -0.657
H -2.686846 0.539585 -1.063690 0.3 0.1 1.7 0.334



[5]
14
Properties=species:S:1:pos:R:3:forces:R:3:nbo_charge:R:1 method="wB97M-V/def2-TZVPD" e_tot_ha=-378.2497 homo_ev="2.046 / 0.980" s_squared=0.7569 lumo_energy_ha="0.27637 / 0.26342" orbital_gap_ev="5.47 / 6.19" spin_multiplicity=2 charge=-2
C 1.922509 -0.095584 -0.796584 0.2 0.0 0.3 0.149
C -0.032079 -0.228281 0.752982 -0.5 -0.7 -0.2 -0.289
H 0.127645 -1.014701 -1.124450 -0.1 0.0 0.1 0.324
H -1.467238 0.023564 -0.841483 0.3 0.7 -0.4 0.247
H 2.208120 -0.662635 -1.734180 0.0 0.0 -0.1 0.026
N 0.736609 -0.887825 -0.320246 0.2 0.4 -0.1 -0.684
H -0.139368 -1.022245 1.506152 -0.2 0.3 0.5 0.157
H 1.573436 0.917431 -1.156244 -0.3 -0.1 -0.1 0.032
N -1.848325 1.457582 0.813813 -0.5 -0.1 1.6 -0.964
O -2.272960 -0.804695 -0.132104 -0.7 0.1 1.5 -0.815
H -2.728028 1.418795 1.344396 -0.2 -0.1 -0.7 0.285
C -1.470118 0.245065 0.411786 1.2 -0.5 -2.3 0.291
O 2.899765 0.035573 0.096478 0.2 -0.1 0.0 -0.969
H 0.490028 0.617953 1.179685 0.3 0.0 -0.1 0.210



[6]
14
Properties=species:S:1:pos:R:3:forces:R:3:nbo_charge:R:1 method="wB97M-V/def2-TZVPD" e_tot_ha=-378.2211 homo_ev=-14.871 lumo_energy_ha=-0.14268 orbital_gap_ev=10.99 spin_multiplicity=1 charge=+1
H -1.754705 1.311507 1.195652 0.7 -0.8 -0.9 0.458
H 1.740894 1.269419 -0.955368 -1.4 0.6 0.5 0.450
H -1.585434 -2.118237 -0.436131 0.2 0.7 0.4 0.525
O 1.642502 -0.994999 0.408668 -1.4 -0.6 1.2 -0.687
N 0.857515 0.974390 -0.490028 2.0 0.4 -2.5 -0.538
H 2.490470 -0.673671 0.187413 1.7 0.4 -0.4 0.482
H 0.712470 -1.066772 -1.308319 -0.6 0.7 -1.0 0.210
H -0.160243 2.719190 0.145854 0.3 1.6 -0.1 0.250
C -0.776441 -0.513137 0.344313 5.0 -0.2 3.5 0.254
C -0.116026 1.685564 0.015622 -0.1 -2.4 1.1 0.402
C 0.671264 -0.451374 -0.421644 -1.1 -0.5 2.4 0.194
O -1.677281 -1.146382 -0.374209 -2.2 -0.9 -0.7 -0.680
N -1.017602 0.907140 0.580233 -1.7 1.4 -0.6 -0.522
H -0.448975 -0.809642 1.509240 -1.3 -0.5 -3.0 0.202



[7]
14
Properties=species:S:1:pos:R:3:forces:R:3:nbo_charge:R:1 method="wB97M-V/def2-TZVPD" e_tot_ha=-378.1903 homo_ev=-13.834 lumo_energy_ha=-0.16713 orbital_gap_ev=9.29 spin_multiplicity=1 charge=+1
H -0.896591 -1.173576 0.941986 -0.3 -0.2 1.3 0.439
H -0.145880 -0.505879 -2.073722 0.0 0.0 1.7 0.557
N -0.355434 -1.949467 0.600652 0.0 0.2 0.6 -0.660
C -0.629613 1.966100 0.415263 -2.5 2.7 1.9 -0.431
C 0.049872 -1.729617 -0.583031 -0.1 0.6 -0.2 0.553
N 0.487040 1.454377 -0.118908 -0.6 1.2 -0.4 -0.508
O -0.262884 -0.562873 -1.068709 -0.1 -2.1 -2.9 -0.588
O 2.433631 0.341070 -0.040144 4.5 -2.6 0.5 -0.514
H 0.611758 -2.552278 -0.963395 0.7 0.1 -1.5 0.225
H 0.046162 -2.725116 1.116049 -0.6 0.2 0.4 0.457
C 1.503844 0.965559 0.133690 0.2 0.0 -0.8 0.834
H -0.600098 2.169321 1.511025 0.1 -0.3 -0.7 0.214
H -0.735703 2.919416 -0.075857 -0.8 0.6 0.1 0.231
H -1.506109 1.382968 0.205105 -0.5 -0.4 -0.2 0.191



[8]
14
Properties=species:S:1:pos:R:3:forces:R:3:nbo_charge:R:1 method="wB97M-V/def2-TZVPD" e_tot_ha=-378.2538 homo_ev=-13.571 lumo_energy_ha=-0.11823 orbital_gap_ev=10.35 spin_multiplicity=1 charge=+1
N 1.932646 -1.133293 0.050682 2.2 -0.5 -0.8 -0.481
H 1.023358 1.939515 0.099926 -1.1 0.7 0.0 0.258
H -3.331483 -0.211276 -0.729364 -0.6 0.8 0.1 0.521
C 1.005521 0.888427 -0.011015 1.8 -3.4 0.5 -0.143
C 2.205824 0.175638 -0.028763 -1.4 2.7 0.6 0.438
H 3.509583 1.412883 -0.623531 0.3 -1.7 1.7 0.520
H 2.721483 -1.782482 0.080051 -0.7 -0.2 -0.1 0.465
H -3.008951 1.059003 0.389399 -0.4 -2.3 -1.7 0.525
O 3.453309 0.645000 0.049969 0.2 1.4 -2.0 -0.637
H -1.029028 0.069089 0.014012 1.4 -0.8 0.2 0.495
C 0.636101 -1.337250 -0.019039 -1.0 1.2 1.7 0.241
O -2.776121 0.168085 -0.046022 1.2 1.6 1.7 -0.994
N 0.038421 -0.131258 0.120820 -1.1 0.7 -1.8 -0.459
H 0.258635 -2.324390 0.081385 -0.9 -0.3 -0.1 0.252



[9]
14
Properties=species:S:1:pos:R:3:forces:R:3:nbo_charge:R:1 method="wB97M-V/def2-TZVPD" e_tot_ha=-378.2234 homo_ev=-14.810 lumo_energy_ha=-0.13383 orbital_gap_ev=11.17 spin_multiplicity=1 charge=+1
H 1.825384 1.086901 -0.912514 -0.8 0.9 0.7 0.219
H 0.720066 1.631438 -2.019689 -0.3 0.5 -1.9 0.249
N -0.193535 0.562596 -0.674683 -2.7 -4.6 1.1 -0.335
C 0.779242 1.501190 -0.982113 2.9 -3.5 -1.7 -0.452
H 0.514713 2.379776 -0.578920 -0.2 3.2 1.9 0.231
H 0.475112 -1.508304 -1.139706 -0.5 1.5 0.6 0.189
C 0.824088 0.318199 2.531752 -0.5 -1.0 -0.3 1.048
C -0.242545 -0.709854 -0.723558 3.1 2.5 -1.9 0.212
H -1.146652 -1.779973 0.649011 0.0 -1.4 -0.2 0.473
H -1.732136 -1.971411 -1.030405 -0.9 -1.0 0.2 0.462
H -2.066383 -0.685059 0.084390 -0.7 0.1 -0.8 0.464
O 0.108821 -0.452116 2.034207 -0.5 -0.3 -0.1 -0.605
O 1.557847 1.031749 3.023974 0.9 1.2 0.6 -0.440
N -1.424021 -1.405132 -0.261745 0.1 2.1 1.7 -0.716



[10]
15
Properties=species:S:1:pos:R:3:forces:R:3:nbo_charge:R:1 method="wB97M-V/def2-TZVPD" e_tot_ha=-776.6217 homo_ev="-2.780 / -2.782" lumo_energy_ha="0.13786 / 0.13785" orbital_gap_ev="6.53 / 6.53" spin_multiplicity=1 charge=-1
S -0.803634 2.011004 0.703026 -1.2 0.0 -0.5 -0.293
C 1.845348 -0.076108 -0.112349 0.4 0.7 0.0 0.740
C -0.313715 -0.960138 1.034725 -0.8 -0.2 -0.9 -0.670
N -0.570692 1.165322 -0.739965 1.6 -1.5 -0.7 -0.374
H -1.261550 -0.292675 1.191658 2.0 -0.2 0.2 0.215
O 2.767923 -0.371763 -0.883351 -0.8 0.6 1.2 -0.665
H -2.367203 0.121284 -1.028999 -1.2 -0.6 1.5 0.328
H 1.239889 1.373569 1.141667 -1.7 0.2 -0.2 0.501
N -1.596440 0.575083 -1.423322 0.6 1.5 -0.9 -0.657
H 0.384262 -1.034699 1.867180 -0.6 0.3 0.5 0.214
C 0.522573 -0.586905 -0.191190 -1.9 2.1 3.4 -0.301
H 0.415944 -1.084938 -1.040696 -0.9 -2.3 -3.5 0.177
O 1.992540 0.854151 0.869682 3.1 -0.8 -0.2 -0.759
H -0.871887 -1.913535 0.963802 0.9 -0.2 -0.3 0.191
H -1.383359 0.220345 -2.351867 0.5 0.3 0.6 0.352